Computed, not measured: one molecule with the formula C5H8O, with the ωB97M-V functional and the def2-TZVPD basis.

Geometry as XYZ:
```
14
Properties=species:S:1:pos:R:3:nbo_charge:R:1
C 2.01 -0.60 -1.32 -0.377
C 0.97 0.23 -1.33 -0.230
C -0.17 0.32 -0.39 0.243
O -1.27 0.85 -1.03 -0.720
C -0.21 -0.27 0.80 -0.216
C -1.33 -0.18 1.78 -0.657
H 2.29 -1.32 -0.56 0.191
H 2.79 -0.52 -2.06 0.198
H 0.78 0.84 -2.20 0.213
H -1.63 1.66 -0.68 0.486
H 0.77 -0.66 1.05 0.203
H -1.28 -0.95 2.54 0.224
H -2.25 -0.21 1.17 0.224
H -1.46 0.81 2.22 0.218
```

SMILES = C=C/C(O)=C/C
Multiplicity = 1
Relative energy (zero: lowest compared OMol25 entry of this formula, charge and spin) = 1.760 eV
E_tot = -270.493200 Ha
Molar mass = 84.12 u